This record from OMol25 describes C14H16BCoN6O3S2Se as an isolated structure. The level of theory is ωB97M-V/def2-TZVPD.

The expectation value of S² is 3.758. As for the total charge: -1. For the HOMO energy (spin up / spin down), the calculation gives -4.96 / -5.20 eV. For the relative energy (zero: lowest compared OMol25 entry of this formula, charge and spin), the calculation gives 0.196 eV. As for the HOMO-LUMO gap (spin up / spin down): 7.3 / 7.6 eV. Its multiplicity is 4.

Element x y z (Å)
Co  -1.107  -0.501  0.246
B  -0.327  -2.926  2.714
N  -0.956  -1.563  3.132
C  -1.348  -1.271  4.374
C  -2.033  -0.067  4.361
C  -2.009  0.315  3.023
N  -1.358  -0.595  2.295
N  0.653  -2.744  1.520
C  1.705  -3.534  1.284
C  2.252  -3.195  0.058
C  1.440  -2.154  -0.395
N  0.486  -1.892  0.495
H  -1.205  -3.703  2.419
H  0.316  -3.325  3.657
H  -1.114  -1.946  5.180
H  -2.479  0.450  5.192
H  -2.422  1.184  2.537
H  1.985  -4.285  2.004
H  3.106  -3.633  -0.429
H  1.484  -1.581  -1.306
O  -2.815  0.008  -3.116
S  -2.996  -0.797  -1.916
O  -4.047  -1.777  -1.985
O  -1.673  -1.397  -1.485
S  -3.295  0.521  -0.328
C  2.050  3.684  -2.175
N  0.688  3.265  -2.391
C  0.001  2.332  -1.673
Se  0.684  1.345  -0.263
N  -1.212  2.210  -2.211
C  -1.332  3.038  -3.301
C  -2.367  3.225  -4.204
C  -2.147  4.149  -5.213
C  -0.942  4.849  -5.321
C  0.099  4.647  -4.427
C  -0.122  3.723  -3.416
H  2.444  3.140  -1.321
H  2.083  4.755  -1.972
H  2.654  3.462  -3.056
H  -1.954  1.618  -1.799
H  -3.278  2.648  -4.121
H  -2.925  4.326  -5.945
H  -0.813  5.558  -6.129
H  1.037  5.179  -4.521

Atoms 1-2, force components in eV/Å:
Co -0.2 0.0 -0.3
B -0.1 0.0 -0.1